1.
Density functional theory data (wB97M-V/def2-TZVPD) for C16H13F6N4O11OsS3Te as an isolated structure.

Last column: Mulliken charge in e.
Atoms and positions in Å:
Os (-1.11582, -0.30170, 0.67471)  3.1174
F (-2.08292, 4.04295, 3.49178)  -0.2083
C (-1.63053, 2.85756, 3.14418)  0.7104
F (-1.12181, 2.23942, 4.21082)  -0.2121
F (-0.68467, 2.98896, 2.22068)  -0.1866
S (-3.02426, 1.84558, 2.48101)  0.9119
O (-2.46496, 0.50574, 2.17324)  -0.7205
O (-4.02357, 1.84722, 3.47896)  -0.5985
N (-3.37942, 2.64333, 1.18904)  -0.4535
S (-3.19824, 2.10712, -0.25451)  0.9420
O (-1.96669, 1.27885, -0.42317)  -0.8235
O (-4.35330, 1.53605, -0.85809)  -0.6708
C (-2.73284, 3.64293, -1.17133)  0.6156
F (-3.72614, 4.50366, -1.09431)  -0.1844
F (-2.51075, 3.30244, -2.42975)  -0.1717
F (-1.63646, 4.15174, -0.63598)  -0.1763
O (0.47744, 0.31635, 1.84373)  -0.7971
N (0.52770, -0.22808, 3.06359)  0.5460
C (1.37542, 0.32531, 3.94952)  -0.3383
C (1.49569, -0.21372, 5.20531)  -0.7303
C (0.73549, -1.32807, 5.54894)  -0.2928
C (-0.10848, -1.89134, 4.61392)  -0.8025
C (-0.19466, -1.33420, 3.34564)  0.7146
S (-1.09013, -2.04012, 2.01978)  -0.4927
H (1.90450, 1.19340, 3.58645)  0.5358
H (2.17213, 0.24647, 5.91001)  0.4509
H (0.80726, -1.75309, 6.54019)  0.4371
H (-0.70618, -2.76275, 4.84066)  0.4656
C (-2.13783, -3.51868, -1.15893)  -0.9194
Te (-3.10007, -1.70405, -0.62973)  0.3677
C (-3.36460, -0.95728, -2.59094)  -0.8852
H (-2.90521, -4.20972, -1.49754)  0.3908
H (-1.64473, -3.92255, -0.27796)  0.3247
H (-1.41897, -3.30420, -1.94217)  0.2339
H (-2.39558, -0.80871, -3.05037)  0.2342
H (-3.93591, -0.03872, -2.51020)  0.3285
H (-3.94655, -1.70915, -3.12035)  0.4307
O (-0.39093, -1.35031, -2.48676)  -0.5635
C (0.48953, -0.88452, -1.81295)  0.3071
O (0.36032, -0.50507, -0.53901)  -0.9770
C (1.88714, -0.69430, -2.30369)  0.3935
C (2.88069, -0.21119, -1.46096)  -0.7296
C (4.15734, -0.05934, -1.96241)  -0.1845
C (4.48757, -0.36221, -3.26840)  -0.4136
C (3.47109, -0.83875, -4.07470)  -0.1963
C (2.17889, -1.01406, -3.62446)  -0.6120
N (3.78545, -1.17687, -5.48244)  1.0759
O (2.87124, -1.58023, -6.16713)  -0.6068
O (4.92121, -0.98706, -5.85285)  -0.6017
N (5.21278, 0.44963, -1.05864)  1.0974
O (4.89260, 0.67547, 0.09119)  -0.6237
O (6.32408, 0.57024, -1.51709)  -0.6009
H (2.67113, 0.04502, -0.43446)  0.8196
H (5.49154, -0.23446, -3.64447)  0.6249
H (1.41398, -1.39089, -4.28757)  0.6979

Summary:
HOMO energy (alpha / beta): -12.44 / -12.41 eV
LUMO energy (alpha / beta): -5.8 / -5.8 eV
Total charge: +1
Max |F|: 0.0209 Eh/bohr
Orbital gap (alpha / beta): 6.599 / 6.640 eV

---

2.
Density functional theory data (wB97M-V/def2-TZVPD) for an isolated molecule of C5H12O.

Last column: Mulliken charge in e.
Atoms and positions in Å:
C (0.87028, 1.98494, 1.63131)  -1.2402
C (-0.17013, 1.03244, 1.04996)  -0.3325
C (0.24039, 0.42657, -0.29435)  -0.5482
C (-0.81368, -0.57313, -0.78083)  -0.4115
C (-0.41204, -1.72724, -1.67367)  -0.5787
O (-0.62387, -2.91227, -0.74055)  -0.5919
H (1.06406, 2.82268, 0.95134)  0.3157
H (0.54182, 2.40189, 2.58962)  0.3537
H (1.82414, 1.47106, 1.80100)  0.3148
H (-1.12664, 1.55934, 0.92859)  0.2877
H (-0.36440, 0.21419, 1.75535)  0.3138
H (0.44075, 1.25143, -0.99904)  0.3115
H (1.20067, -0.09577, -0.17204)  0.3154
H (-1.00582, -1.41848, -0.04082)  0.2634
H (-1.75965, -0.08151, -1.05425)  0.3774
H (0.62550, -1.71396, -2.01850)  0.2790
H (-1.09998, -1.92211, -2.50080)  0.2613
H (0.17003, -3.12328, -0.22036)  0.3092

Summary:
HOMO energy: -10.11 eV
LUMO energy: 1.0 eV
ΔE to the lowest compared entry with this formula, charge and spin: 33.6 kcal/mol
Total charge: 0
Max |F|: 0.0576 Eh/bohr
SMILES: CCCCCO
Orbital gap: 11.163 eV

---

3.
Density functional theory data (wB97M-V/def2-TZVPD) for a 9-piece molecular cluster, C36H99N9O9 overall.

Last column: Mulliken charge in e.
Atoms and positions in Å:
C (-3.42185, 2.65340, -1.40192)  -1.2213
C (-2.70085, 2.76772, -2.71334)  1.3843
C (-2.35449, 1.36568, -3.30488)  -1.4763
O (-1.49783, 0.58040, -2.43564)  -0.2180
C (-1.51354, -0.76202, -2.92615)  -0.7307
N (-3.59519, 3.59287, -3.57575)  -0.8121
H (-2.95130, 1.91158, -0.75665)  -0.2921
H (-4.42392, 2.23628, -1.50172)  0.4028
H (-3.41522, 3.62897, -0.91582)  0.4377
H (-1.79282, 3.37048, -2.69734)  -0.0128
H (-1.76632, 1.59264, -4.19407)  0.3075
H (-3.32713, 0.93447, -3.54181)  0.4349
H (-2.48880, -1.23707, -2.81991)  0.0925
H (-0.88920, -1.42683, -2.32922)  -0.1155
H (-1.13183, -0.85197, -3.94316)  0.4702
H (-3.36074, 3.51558, -4.55511)  0.2557
H (-3.51409, 4.59175, -3.45024)  0.2870
C (4.73453, -1.24836, 0.27374)  -1.2294
C (5.97519, -1.68449, -0.50891)  0.3882
C (5.66508, -2.62081, -1.73613)  -0.5303
O (4.89436, -3.70387, -1.25205)  -0.2996
C (4.45663, -4.57670, -2.25697)  -0.8519
N (6.44023, -0.39162, -0.97810)  -0.5572
H (5.03516, -0.62506, 1.11588)  0.4899
H (4.26198, -2.11600, 0.73417)  0.4921
H (4.02182, -0.68121, -0.32499)  -0.0586
H (6.69808, -2.11122, 0.18637)  0.3513
H (6.51756, -3.01224, -2.29123)  0.5060
H (5.11342, -2.09799, -2.51744)  -0.0123
H (3.90725, -5.39284, -1.78770)  0.2697
H (5.25862, -5.02822, -2.84096)  0.3550
H (3.75114, -4.15742, -2.97431)  0.3016
H (6.63273, 0.25345, -0.22514)  0.1970
H (7.35764, -0.61050, -1.33941)  0.2364
C (1.60644, 0.03142, 1.38805)  -1.3448
C (0.62077, -0.36340, 0.31622)  2.0623
C (-0.28513, -1.52048, 0.69935)  -0.3795
O (0.32764, -2.78475, 0.89131)  -0.5136
C (1.02801, -3.22591, -0.34366)  -0.0445
N (-0.02174, 0.79067, -0.14085)  1.1331
H (2.34841, 0.75167, 1.04333)  -0.2130
H (2.10193, -0.86995, 1.74877)  0.5100
H (1.12592, 0.56695, 2.20683)  0.1543
H (1.20788, -0.62550, -0.56396)  -0.2036
H (-1.13690, -1.62745, 0.02768)  -0.5724
H (-0.86485, -1.30409, 1.59668)  0.5122
H (0.41181, -3.13434, -1.23810)  -0.0207
H (1.19930, -4.29815, -0.24842)  0.3244
H (1.97812, -2.69843, -0.42809)  -0.1317
H (-0.52339, 0.62734, -1.00211)  0.0052
H (0.65251, 1.46217, -0.47934)  -0.6673
C (-0.19420, 5.86554, 0.28995)  -1.3313
C (0.85925, 5.17550, 1.18744)  0.1652
C (0.33864, 3.74408, 1.48127)  0.8661
O (-0.84697, 3.81032, 2.29984)  -0.5399
C (-1.60359, 2.62879, 2.30965)  0.1200
N (2.12865, 5.13708, 0.54863)  -0.4215
H (0.27620, 6.76538, -0.10643)  0.4410
H (-1.11715, 6.22607, 0.74414)  0.2936
H (-0.49207, 5.22533, -0.54042)  0.0443
H (0.94100, 5.74200, 2.11507)  0.5487
H (1.19856, 3.25058, 1.93414)  -0.1794
H (0.10957, 3.16845, 0.58446)  -0.3723
H (-1.88628, 2.28173, 1.31581)  -0.1590
H (-2.48027, 2.74193, 2.94741)  0.3499
H (-0.99377, 1.80935, 2.69007)  0.0459
H (2.58972, 6.03544, 0.52666)  0.2895
H (2.68330, 4.48928, 1.08977)  -0.1469
C (-1.44331, -6.07289, 0.19646)  -1.7297
C (-2.20614, -5.01671, -0.55205)  2.0192
C (-2.39081, -5.37386, -2.04580)  -0.8203
O (-1.20782, -5.15198, -2.77679)  -0.1973
C (-1.31651, -5.07612, -4.18758)  -0.8549
N (-3.57710, -4.93692, -0.00561)  -0.5232
H (-0.46035, -6.30319, -0.21446)  0.3275
H (-1.85219, -7.08304, 0.21944)  0.4118
H (-1.12318, -5.89191, 1.22255)  0.4187
H (-1.70278, -4.05321, -0.47204)  -0.8555
H (-3.21839, -4.83487, -2.50699)  0.4293
H (-2.71013, -6.41375, -2.11477)  0.2356
H (-1.75049, -5.95604, -4.66244)  0.3288
H (-0.29106, -4.99237, -4.54751)  0.2551
H (-1.81890, -4.16070, -4.50015)  0.2994
H (-4.07759, -4.46880, -0.74754)  0.0683
H (-4.00929, -5.84933, 0.02307)  0.3318
C (-5.20610, 0.07207, 0.78707)  -1.0942
C (-5.34754, -1.42267, 0.43550)  0.1272
C (-4.82831, -1.62503, -0.98450)  0.1450
O (-4.95821, -2.98238, -1.43607)  -0.0764
C (-6.23263, -3.10642, -2.08097)  -1.0372
N (-4.59600, -2.14346, 1.43161)  -0.5019
H (-5.37680, 0.36063, 1.82422)  0.3548
H (-5.83602, 0.77701, 0.24452)  0.4444
H (-4.16819, 0.34514, 0.59661)  -0.1058
H (-6.39768, -1.70126, 0.52311)  0.3435
H (-3.75674, -1.46205, -0.86928)  -0.6165
H (-5.09993, -0.78231, -1.62021)  0.5715
H (-7.06729, -3.18796, -1.38470)  0.3118
H (-6.19960, -3.98922, -2.71946)  0.2750
H (-6.31368, -2.26491, -2.76902)  0.3684
H (-3.66378, -1.78078, 1.29191)  0.0497
H (-4.59821, -3.08510, 1.06635)  0.1138
C (-3.26484, -0.09035, 4.22483)  -0.7504
C (-3.74624, -1.41613, 4.91009)  0.2949
C (-4.01918, -1.16464, 6.41162)  -1.0509
O (-2.85532, -0.80828, 7.11656)  -0.3162
C (-3.18794, 0.11338, 8.14372)  -0.7403
N (-4.93119, -1.87627, 4.27041)  -0.6143
H (-2.31631, 0.32052, 4.57060)  0.3986
H (-4.01174, 0.68111, 4.41216)  0.3744
H (-3.07210, -0.36916, 3.18887)  -0.0852
H (-3.03502, -2.24200, 4.92375)  0.2968
H (-4.45382, -2.00903, 6.94660)  0.4320
H (-4.76974, -0.37435, 6.39715)  0.3849
H (-3.88679, -0.37765, 8.82093)  0.3049
H (-3.49188, 1.09180, 7.77171)  0.3065
H (-2.25714, 0.40069, 8.63278)  0.2686
H (-5.67947, -1.19942, 4.22493)  0.3135
H (-4.67185, -2.03691, 3.30759)  0.4010
C (5.57994, 4.51949, 0.58636)  -1.3461
C (6.05605, 3.24440, 1.25035)  -0.0981
C (4.91768, 2.43596, 1.86778)  0.2052
O (4.31370, 3.09420, 2.95448)  -0.4065
C (3.55952, 2.18620, 3.78474)  -0.6818
N (6.87432, 2.49450, 0.34411)  -0.6093
H (4.88761, 4.27545, -0.21937)  0.2045
H (6.46434, 5.04783, 0.23027)  0.4689
H (5.08714, 5.09620, 1.36908)  0.3287
H (6.75201, 3.57166, 2.02278)  0.4343
H (5.38416, 1.52731, 2.24835)  0.6083
H (4.18112, 2.16745, 1.11048)  -0.4412
H (4.23963, 1.66715, 4.46012)  0.3965
H (3.08642, 1.36107, 3.25234)  0.1713
H (2.87391, 2.73727, 4.42845)  0.2922
H (6.53386, 2.63043, -0.59701)  0.2500
H (7.74795, 2.97394, 0.17976)  0.2790
C (1.69834, 3.98549, -3.53024)  -1.8772
C (1.52630, 2.73064, -2.72118)  1.8287
C (1.87524, 1.37697, -3.43969)  -0.4196
O (3.22744, 1.40841, -3.72005)  -0.4387
C (3.71024, 0.07027, -4.17850)  -0.5981
N (2.26636, 2.86884, -1.44238)  -0.0241
H (1.30432, 4.75489, -2.86627)  0.4592
H (1.15200, 4.06222, -4.47030)  0.3894
H (2.74415, 4.17072, -3.77538)  0.3592
H (0.45077, 2.61099, -2.59067)  -1.0916
H (1.31608, 1.28084, -4.37038)  0.5845
H (1.62110, 0.55113, -2.77523)  -0.1000
H (4.79697, 0.03055, -4.10408)  0.3746
H (3.40999, -0.32574, -5.14860)  0.3434
H (3.50877, -0.75872, -3.50007)  -0.0080
H (3.26162, 2.77544, -1.58675)  0.2333
H (2.18059, 3.81418, -1.09733)  0.0266

Summary:
HOMO energy: -8.28 eV
LUMO energy: 0.4 eV
ΔE to the lowest compared entry with this formula, charge and spin: 85.1 kcal/mol
Total charge: 0
Max |F|: 0.0716 Eh/bohr
SMILES: COC[C@H](C)N.COC[C@H](C)N.COC[C@H](C)N.COC[C@H](C)N.COC[C@H](C)N.COC[C@H](C)N.COC[C@H](C)N.COC[C@H](C)N.COC[C@H](C)N
Orbital gap: 8.697 eV

---

4.
Density functional theory data (wB97M-V/def2-TZVPD) for a 2-piece molecular cluster, C6H14N2O2 overall.

Last column: Mulliken charge in e.
Atoms and positions in Å:
C (-1.29123, 1.91594, -1.65771)  -0.8535
C (-1.93284, -1.82028, -1.28211)  -0.9101
C (-1.92356, 0.80711, -0.93088)  0.6423
O (-2.69892, 0.82972, -0.02104)  -0.6121
N (-1.47287, -0.42753, -1.50893)  -0.2046
H (-0.47622, 1.48001, -2.29134)  0.2098
H (-0.58970, -0.53424, -2.00435)  0.2658
H (-1.41832, -2.35138, -2.21569)  0.2839
H (-2.05128, 2.47432, -2.14716)  0.3097
H (-0.96325, 2.60799, -0.94314)  0.2814
H (-1.62340, -2.19365, -0.38965)  0.3025
H (-2.94190, -2.11361, -1.49548)  0.3227
C (1.92594, 0.89321, -0.22044)  -0.7338
C (1.15013, -0.89017, 2.98187)  -0.9946
C (2.11522, -0.46717, 1.85525)  0.5881
O (3.27382, -0.21142, 1.96965)  -0.5648
N (1.31385, -0.04825, 0.71629)  -0.1981
H (0.40896, 0.08305, 0.93405)  0.2145
H (1.39297, 0.64131, -1.17258)  0.1476
H (1.44080, -1.87616, 3.28786)  0.3323
H (1.76017, 1.91666, 0.14595)  0.2382
H (3.03026, 0.47045, -0.25563)  0.3498
H (1.46558, -0.23709, 3.83693)  0.2491
H (0.10580, -0.94883, 2.80827)  0.3338

Summary:
HOMO energy: -9.57 eV
LUMO energy: 0.6 eV
ΔE to the lowest compared entry with this formula, charge and spin: 58.2 kcal/mol
Total charge: 0
Max |F|: 0.1083 Eh/bohr
SMILES: CNC(C)=O.CNC(C)=O
Orbital gap: 10.204 eV

---

Q: Which formula does entry 1 have?
A: C16H13F6N4O11OsS3Te

---

Q: max |F| of number 3 (C36H99N9O9)?
A: 0.0716 Eh/bohr

---

Q: The highest max |F| belongs to which entry?
A: C6H14N2O2